No. 1
CH2ClPS | ωB97M-V/def2-TZVPD

The net charge is 0. The calculation puts the lowest unoccupied orbital energy (alpha / beta) at -1.1 / -1.1 eV. The calculation puts the HOMO energy (alpha / beta) at -8.112 / -8.108 eV. As for the total energy: -1238.92075 hartree. The calculation puts the relative energy (zero: lowest compared OMol25 entry of this formula, charge and spin) at 3.373 eV. The value obtained for the orbital gap (alpha / beta) is 0.257 / 0.257 Ha.

Last column: Mulliken charge in e.
Positions of all 6 atoms, in Å:
Cl -2.116 -2.087 1.101  -0.0608
S 0.897 -0.380 -1.258  -0.1742
P -2.881 -2.022 2.865  0.0608
C 1.288 1.152 -0.926  -0.3597
H 2.245 1.453 -1.010  0.2766
H 0.568 1.883 -0.772  0.2573

No. 2
C17H30N4O4PS | ωB97M-V/def2-TZVPD

The net charge is 0. The calculation puts the lowest unoccupied orbital energy (alpha / beta) at 0.2 / 0.0 eV. Its multiplicity is 2. The calculation puts the HOMO energy (alpha / beta) at -8.649 / -9.170 eV. As for the total energy: -1925.26977 hartree. The value obtained for the orbital gap (alpha / beta) is 0.327 / 0.336 Ha. As for the expectation value of S²: 0.7539.

Last column: Mulliken charge in e.
Positions of all 57 atoms, in Å:
S 0.136 -3.592 -2.443  -0.4263
P 0.331 -1.751 -2.957  0.9591
O -0.217 -1.446 -4.447  -0.5441
O -0.879 3.022 0.126  -0.6669
O 1.872 -1.289 -3.023  -0.5981
O -3.690 -0.526 -0.209  -0.5473
N 0.265 -2.594 2.011  -0.4902
N 3.640 1.376 2.764  -0.3880
N -2.673 -4.033 4.688  -0.4199
N -0.845 1.920 -0.523  0.8140
C -1.497 -4.383 1.315  -0.9269
C 0.781 2.872 -2.182  -1.9926
C -2.026 -1.066 -1.856  -0.9438
C -0.908 0.520 1.458  -1.7275
C -0.603 -0.512 -1.962  1.6062
C -3.034 -0.161 -1.186  0.0393
C 5.162 3.351 2.007  -0.8732
C -1.675 3.014 -2.518  -1.6665
C -0.525 0.815 -2.766  -1.9828
C -0.514 -3.380 1.699  0.5570
C 4.314 2.244 2.433  0.4247
C -0.542 2.126 -1.958  1.8410
C -0.504 -2.912 5.597  -0.7086
C 1.273 1.345 0.725  -2.1389
C -0.083 0.868 0.213  2.0266
C -1.725 -3.542 5.110  0.3674
C 0.129 -0.432 -0.603  -1.7640
H -2.537 2.433 -2.827  0.4050
H 1.691 0.529 1.304  0.6311
H -2.437 -4.191 1.828  0.3018
H 0.779 3.253 -3.198  0.5093
H -3.193 0.831 -1.640  0.2613
H -1.992 3.749 -1.786  0.3650
H 4.553 4.235 1.834  0.2684
H -0.035 -3.546 6.346  0.2899
H -1.136 -5.372 1.589  0.3523
H -1.365 0.807 -3.452  0.4191
H -1.653 -4.343 0.238  0.2518
H 0.921 3.686 -1.481  0.3630
H -2.046 -2.042 -1.386  0.2331
H 5.678 3.086 1.087  0.2680
H -2.384 -1.219 -2.879  0.5775
H 0.183 -2.763 4.766  0.2276
H 0.323 -1.970 -5.051  0.3610
H 1.207 2.199 1.385  0.4549
H 1.628 2.191 -2.127  0.3865
H 5.898 3.569 2.778  0.3185
H -1.012 1.403 2.083  0.4752
H 2.002 -0.434 -2.598  0.4174
H -0.741 -1.947 6.042  0.2504
H -1.907 0.184 1.210  0.2111
H 0.354 0.803 -3.404  0.5099
H 1.971 1.517 -0.091  0.2451
H -1.330 3.559 -3.391  0.4192
H -0.361 -0.211 2.038  0.4530
H 1.199 -0.590 -0.720  0.4336
H -0.222 -1.262 -0.008  -0.4896

No. 3
CH2BrF2P | ωB97M-V/def2-TZVPD

The net charge is 0. The calculation puts the lowest unoccupied orbital energy (alpha / beta) at 0.4 / -2.1 eV. Its multiplicity is 3. The calculation puts the HOMO energy (alpha / beta) at -8.481 / -10.329 eV. As for the total energy: -3154.25705 hartree. The calculation puts the relative energy (zero: lowest compared OMol25 entry of this formula, charge and spin) at 0.368 eV. The value obtained for the orbital gap (alpha / beta) is 0.327 / 0.302 Ha. As for the expectation value of S²: 2.0035.

Last column: Mulliken charge in e.
Positions of all 7 atoms, in Å:
Br 2.215 -1.278 0.286  -0.1002
P 0.760 -0.309 -0.945  0.0525
F -1.362 0.955 -0.180  -0.2364
F 0.495 1.742 0.740  -0.1941
C -0.169 0.636 0.401  0.2014
H -0.547 0.114 1.234  0.2582
H -1.392 -1.859 -1.534  0.0187

No. 4
ClFN2O3 | ωB97M-V/def2-TZVPD

The net charge is 0. The calculation puts the lowest unoccupied orbital energy (alpha / beta) at -1.5 / -1.7 eV. The calculation puts the HOMO energy (alpha / beta) at -10.334 / -10.176 eV. As for the total energy: -894.99809 hartree. The calculation puts the relative energy (zero: lowest compared OMol25 entry of this formula, charge and spin) at 1.642 eV. The value obtained for the orbital gap (alpha / beta) is 0.326 / 0.310 Ha.

Last column: Mulliken charge in e.
Positions of all 7 atoms, in Å:
Cl -1.664 -1.583 0.328  -0.2821
F 0.686 0.952 0.487  -0.2533
O -2.167 -0.006 -0.780  -0.0301
O 2.023 -0.702 0.881  -0.4134
O 1.300 -0.301 -1.148  -0.3975
N 1.499 -0.166 -0.015  1.0644
N -1.720 1.022 -0.560  0.3120

No. 5
C3H3Br2O3 | ωB97M-V/def2-TZVPD

The net charge is -1. The calculation puts the lowest unoccupied orbital energy at 2.4 eV. The calculation puts the HOMO energy at -4.204 eV. As for the total energy: -5489.95932 hartree. The calculation puts the relative energy (zero: lowest compared OMol25 entry of this formula, charge and spin) at 0.361 eV. The value obtained for the orbital gap is 0.243 Ha.

Last column: Mulliken charge in e.
Positions of all 11 atoms, in Å:
Br 2.978 1.269 0.764  -0.8653
Br -2.552 0.366 0.671  -0.1538
O -0.233 0.743 -1.910  -0.5511
O 0.215 -1.567 0.687  -0.6329
O 0.516 -1.316 -1.921  -0.4966
C 0.001 -0.432 0.261  0.6579
C 0.111 -0.225 -1.285  0.4635
C -0.679 0.650 0.970  -0.5634
H -0.386 1.737 0.836  0.3203
H -0.659 0.684 2.029  0.4076
H 0.688 -1.909 -1.102  0.4140

No. 6
C15H13NO3S | ωB97M-V/def2-TZVPD

The net charge is 0. The calculation puts the lowest unoccupied orbital energy at 0.5 eV. The calculation puts the HOMO energy at -8.774 eV. As for the total energy: -1257.95187 hartree. The calculation puts the relative energy (zero: lowest compared OMol25 entry of this formula, charge and spin) at 3.517 eV. The value obtained for the orbital gap is 0.342 Ha.

Last column: Mulliken charge in e.
Positions of all 33 atoms, in Å:
S -3.865 3.909 -0.711  0.3583
O -0.594 4.054 1.244  -0.5858
O -3.576 3.935 -2.193  -0.6232
O 1.986 -1.504 -1.256  -0.4258
N -1.949 2.413 0.376  0.1635
C 1.040 -0.558 -0.765  0.5151
C -3.280 2.226 -0.172  -0.6027
C 0.842 0.597 -1.442  -0.5697
C -0.939 1.488 -0.027  -0.0726
C 2.671 -4.806 1.223  -0.3964
C -2.556 4.880 0.095  -0.4693
C 0.225 -0.614 0.418  -0.1437
C 1.953 -3.860 -0.949  -0.5883
C -0.812 0.315 0.759  -1.1305
C -0.029 1.643 -1.085  -0.2848
C -1.667 3.765 0.707  0.3178
C 2.791 -3.570 1.710  -0.4577
C 2.105 -2.552 -0.446  0.6613
C 2.591 -2.456 0.894  -0.1262
C 2.197 -4.973 -0.094  -0.4559
H -3.282 1.499 -1.004  0.3623
H 1.616 -4.170 -1.985  0.3094
H 3.092 -5.642 1.802  0.3370
H -3.850 1.909 0.603  0.4733
H 1.452 0.766 -2.281  0.4413
H 0.230 -1.482 1.071  0.3373
H -2.894 5.494 0.871  0.3864
H -1.422 0.212 1.596  0.4949
H 2.204 -5.981 -0.519  0.3196
H -2.105 5.380 -0.678  0.3490
H 2.977 -1.455 1.247  0.3057
H 3.136 -3.327 2.704  0.3667
H -0.291 2.467 -1.716  0.4335

Q: Look up the net charge of the fifth one.
A: -1

Q: The lowest net charge belongs to which entry?
A: C3H3Br2O3

Q: Which value of net charge does entry 1 give?
A: 0

What did the fourth record say?
ClFN2O3 | ωB97M-V/def2-TZVPD

The net charge is 0. The calculation puts the lowest unoccupied orbital energy (alpha / beta) at -1.5 / -1.7 eV. The calculation puts the HOMO energy (alpha / beta) at -10.334 / -10.176 eV. As for the total energy: -894.99809 hartree. The calculation puts the relative energy (zero: lowest compared OMol25 entry of this formula, charge and spin) at 1.642 eV. The value obtained for the orbital gap (alpha / beta) is 0.326 / 0.310 Ha.

Last column: Mulliken charge in e.
Positions of all 7 atoms, in Å:
Cl -1.664 -1.583 0.328  -0.2821
F 0.686 0.952 0.487  -0.2533
O -2.167 -0.006 -0.780  -0.0301
O 2.023 -0.702 0.881  -0.4134
O 1.300 -0.301 -1.148  -0.3975
N 1.499 -0.166 -0.015  1.0644
N -1.720 1.022 -0.560  0.3120